Formula: C3H33NO15
Source: the Open Molecules 2025 dataset
Level of theory: the ωB97M-V functional and the def2-TZVPD basis

The total energy is -35849.899 eV. For the highest occupied orbital energy, the calculation gives -0.352 Ha. For the HOMO-LUMO gap, the calculation gives 9.592 eV. The LUMO energy is 0.0 eV. Its multiplicity is 1.

XYZ file:
```
52
Properties=species:S:1:pos:R:3:forces:R:3
O -1.344 0.407 2.695 -0.21 0.51 0.65
C -0.912 1.083 1.658 0.34 0.38 -1.37
O -1.585 1.294 0.663 -0.43 0.25 0.19
C 0.596 1.401 1.628 -2.02 -1.63 0.91
C 1.096 0.153 0.873 1.14 0.79 -0.07
N 0.911 2.576 0.918 1.35 1.04 0.34
H -3.264 0.092 0.198 0.22 0.26 0.57
H 0.903 1.435 2.677 0.41 0.05 -0.25
H 0.761 -0.835 1.170 -0.35 0.26 0.38
H 0.815 0.338 -0.161 0.11 -0.26 -0.06
H 2.189 0.171 0.968 -0.57 -0.59 -0.36
H 1.089 3.429 1.419 -0.47 -0.06 0.21
H 0.610 2.710 -0.029 -0.81 -0.17 0.15
H -0.197 -1.274 4.499 -0.28 -0.16 -0.12
H 0.951 -1.302 3.457 0.07 -0.46 -0.22
O 0.664 -0.924 4.293 0.60 0.46 0.39
H 3.498 -1.781 -0.237 -0.07 0.21 -0.05
H 2.150 -1.914 -1.010 0.50 0.07 0.35
O 2.761 -2.378 -0.398 -0.23 -0.26 -0.61
H 3.337 1.311 1.151 -0.14 0.20 0.73
H 4.162 1.193 -0.025 0.53 -0.16 -0.16
O 4.201 0.969 0.914 0.07 0.25 -0.62
H -3.661 -1.587 2.572 0.03 0.00 -0.02
H -2.320 0.324 2.682 0.18 -0.45 -0.07
O -3.376 -1.214 3.417 -0.25 0.14 -0.06
H -2.320 -2.437 0.161 -0.15 0.56 -0.15
H -2.611 -1.724 3.697 -0.02 -0.12 -0.08
O -2.132 -3.237 -0.340 -0.03 0.19 0.10
H -0.217 -0.844 -4.761 -0.10 -0.34 -0.45
H -0.485 -0.394 -3.401 -0.35 -0.29 0.07
O -0.884 -0.967 -4.079 0.60 0.25 0.11
H 2.846 -2.978 2.363 0.04 -0.08 0.18
H -3.459 -1.067 -0.686 -0.39 -0.21 0.01
O -3.583 -0.820 0.244 0.22 0.02 -0.56
H 1.808 2.857 -1.889 0.08 -0.15 -0.16
H 2.350 2.648 -0.489 -0.17 -0.68 -0.29
O 2.211 2.172 -1.336 0.50 0.71 -0.49
H -0.725 4.213 -2.460 -0.61 -0.22 -0.31
H -1.205 4.859 -1.115 -0.51 -0.02 -0.11
O -0.458 4.522 -1.601 1.25 0.03 0.47
H -3.449 -2.369 -2.330 -1.19 0.44 0.50
H -2.710 -2.130 -3.415 0.16 1.25 -1.13
O -3.491 -1.687 -3.030 1.09 -1.71 0.87
H 2.124 -2.551 1.066 0.04 -0.12 1.20
H -1.974 -3.841 0.382 0.19 -0.73 0.01
O 2.015 -2.603 2.067 -0.26 0.06 -0.62
H -1.172 1.071 -1.948 -0.06 0.29 0.26
H -1.862 1.049 -3.297 0.03 0.04 -0.09
O -1.131 1.471 -2.825 -0.03 -0.01 0.17
H 1.959 0.404 -2.109 -0.54 0.00 0.61
H 2.675 -0.734 -2.658 0.04 -0.62 -0.30
O 1.847 -0.562 -2.199 0.47 0.78 -0.61
```
Positions in Å, forces in eV/Å.

---

Formula: C34H37ClFN3O19S
Source: the Open Molecules 2025 dataset
Level of theory: the ωB97M-V functional and the def2-TZVPD basis

The total energy is -105302.871 eV. For the highest occupied orbital energy, the calculation gives -0.354 Ha. For the HOMO-LUMO gap, the calculation gives 8.173 eV. The LUMO energy is -1.5 eV. Its SMILES is [H]/N=C(/N)NCCCCc1c(Cl)cc(S(=O)(=O)F)c2c1C(=O)c1ccccc1C2=O.O=C1OCCO1.O=C1OCCO1.O=C1OCCO1.O=C1OCCO1.O=C1OCCO1. Its multiplicity is 1.

XYZ file:
```
96
Properties=species:S:1:pos:R:3:forces:R:3
N 2.599 8.303 4.408 -1.24 0.51 -0.49
C 1.838 9.333 4.488 0.69 0.05 0.10
N 2.138 10.324 5.541 0.29 -0.86 -1.03
N 0.740 9.653 3.620 -0.56 0.15 2.52
C -0.246 8.544 3.497 -0.33 -0.89 -1.80
C 0.010 7.840 2.076 -0.48 -0.22 0.74
C -0.236 6.277 2.091 0.28 0.14 -1.24
C 1.108 5.413 2.018 -0.85 -0.44 0.50
C 0.770 4.014 2.643 -0.05 -1.33 0.59
C 0.375 3.860 4.068 0.06 -1.98 -0.75
Cl 0.298 5.249 5.206 0.27 -1.24 -1.14
C 0.045 2.557 4.667 0.54 0.13 -1.68
C 0.114 1.329 3.853 -0.15 2.95 -1.35
S -0.261 -0.233 4.682 1.42 -2.00 3.79
O -0.633 -0.001 6.074 -0.69 0.84 -2.49
O 0.887 -1.129 4.653 -1.78 1.08 -1.97
F -1.578 -0.936 3.989 1.87 1.31 0.44
C 0.511 1.468 2.456 0.05 0.52 0.44
C 0.832 2.779 1.853 -0.41 -0.69 1.76
C 1.274 2.729 0.343 0.50 -1.03 0.49
O 0.888 3.519 -0.485 0.34 -0.24 0.60
C 2.220 1.529 0.002 0.82 -1.10 0.09
C 3.390 1.690 -0.856 -0.18 -1.95 0.64
C 4.262 0.525 -1.107 -2.12 -0.61 1.66
C 3.928 -0.777 -0.494 -0.86 1.54 0.28
C 2.747 -0.944 0.373 0.32 2.14 -1.00
C 1.903 0.213 0.617 1.09 0.96 -0.72
C 0.651 0.191 1.548 1.22 0.76 -0.64
O -0.159 -0.705 1.547 0.33 0.37 0.30
H 2.272 7.741 3.613 0.21 -0.06 0.33
H 2.953 10.832 5.166 -0.53 0.06 0.31
H 2.553 9.745 6.285 -0.23 0.38 -0.33
H 0.242 10.418 4.094 0.52 -0.16 -0.43
H -0.200 7.790 4.325 0.25 0.72 -0.64
H -1.307 8.928 3.473 1.26 -0.06 0.20
H -0.709 8.278 1.327 0.97 -0.21 0.72
H 1.065 8.116 1.783 -1.15 -0.48 0.06
H -0.896 5.936 2.930 0.72 0.54 -0.62
H -0.806 6.035 1.144 0.58 0.05 1.02
H 1.437 5.323 0.946 -0.44 -0.09 1.19
H 1.965 5.881 2.570 -0.88 -0.40 -0.15
H -0.222 2.502 5.752 0.24 0.02 -1.25
H 3.662 2.679 -1.302 -0.50 -1.03 0.52
H 5.184 0.603 -1.737 -1.10 0.02 0.70
H 4.609 -1.649 -0.668 -0.87 0.95 0.24
H 2.478 -1.902 0.868 0.45 0.78 -0.61
C -2.433 0.469 -1.744 0.23 0.61 0.20
C -2.388 -0.827 -0.987 0.31 -0.10 0.71
O -3.300 -1.652 -1.708 -0.11 0.24 -0.35
C -3.378 -1.155 -2.973 -0.34 -0.07 -0.47
O -3.920 -1.704 -3.879 0.17 0.10 0.25
O -2.752 0.048 -3.068 -0.17 -0.47 0.11
H -1.482 1.000 -1.722 -0.05 -0.04 -0.21
H -3.220 1.138 -1.386 0.00 -0.06 -0.03
H -1.398 -1.291 -1.010 0.00 0.08 0.02
H -2.703 -0.716 0.050 -0.08 -0.14 -0.08
C -0.569 -4.216 -3.896 -0.70 -0.31 -0.12
C -0.677 -2.796 -3.420 -0.36 0.29 -0.08
O 0.614 -2.546 -2.866 0.29 -0.23 -0.07
C 1.481 -3.414 -3.458 0.39 -0.18 -0.12
O 2.667 -3.361 -3.343 -0.30 0.02 0.06
O 0.822 -4.345 -4.194 0.29 0.57 0.37
H -1.177 -4.408 -4.777 0.35 -0.05 0.14
H -0.833 -4.939 -3.119 0.04 0.01 -0.02
H -0.854 -2.093 -4.239 0.04 -0.03 0.01
H -1.453 -2.667 -2.670 0.21 -0.11 0.07
C -4.645 -5.550 -7.778 -0.54 -0.20 -0.26
C -4.102 -4.152 -7.670 -0.28 0.58 -0.26
O -3.118 -4.274 -6.649 0.10 -0.46 0.01
C -2.730 -5.576 -6.612 0.28 -0.23 0.16
O -1.803 -5.981 -5.983 -0.36 -0.04 -0.36
O -3.535 -6.352 -7.384 0.26 0.33 0.21
H -4.965 -5.798 -8.789 0.15 -0.15 0.07
H -5.474 -5.732 -7.089 0.06 0.02 0.01
H -3.617 -3.819 -8.591 0.01 -0.05 0.04
H -4.865 -3.427 -7.390 0.18 0.01 0.16
C 3.166 -6.192 1.089 -0.33 -0.50 0.21
C 3.066 -5.528 -0.255 -0.38 -0.23 -0.62
O 3.602 -4.230 -0.007 0.21 -0.05 0.48
C 4.415 -4.329 1.078 0.30 0.24 0.15
O 5.146 -3.464 1.449 -0.22 -0.17 -0.13
O 4.286 -5.539 1.682 0.05 0.39 -0.26
H 3.338 -7.265 1.013 0.16 0.10 0.12
H 2.285 -6.017 1.711 0.03 0.03 -0.03
H 3.676 -6.023 -1.014 0.00 0.06 0.04
H 2.039 -5.463 -0.613 0.09 0.19 0.00
C -1.815 -3.997 1.370 0.40 0.57 0.46
C -3.268 -4.256 1.118 -0.66 0.25 0.28
O -3.256 -5.022 -0.081 0.63 -0.19 0.01
C -2.032 -5.618 -0.164 0.00 -0.29 -0.28
O -1.745 -6.457 -0.958 -0.01 0.27 0.19
O -1.179 -5.127 0.780 -0.41 -0.22 -0.37
H -1.583 -3.932 2.433 0.16 -0.10 -0.10
H -1.459 -3.091 0.873 0.02 -0.03 0.04
H -3.732 -4.847 1.912 0.04 -0.01 -0.04
H -3.836 -3.335 0.986 -0.05 -0.14 -0.19
```
Positions in Å, forces in eV/Å.

---

Formula: H18O9
Source: the Open Molecules 2025 dataset
Level of theory: the ωB97M-V functional and the def2-TZVPD basis

The total energy is -18719.830 eV. For the highest occupied orbital energy, the calculation gives -0.394 Ha. For the HOMO-LUMO gap, the calculation gives 10.488 eV. The LUMO energy is -0.2 eV. Its SMILES is O.O.O.O.O.O.O.O.O. Its multiplicity is 1.

XYZ file:
```
27
Properties=species:S:1:pos:R:3:forces:R:3
O -25.792 -2.329 -22.230 -0.76 2.21 1.18
H -25.521 -2.851 -22.958 0.43 -0.66 -1.65
H -26.129 -1.440 -22.510 0.35 -1.54 0.01
O -23.153 -3.937 -20.628 -0.02 -0.69 -1.51
H -23.455 -3.923 -19.754 -1.27 0.12 2.08
H -22.298 -3.552 -20.555 1.28 0.80 -0.31
O -24.037 -4.497 -23.152 -0.61 -2.24 -0.43
H -23.750 -4.198 -22.296 0.40 0.58 0.94
H -24.012 -5.496 -23.041 -0.16 1.69 -0.58
O -21.829 -6.423 -21.169 1.19 0.40 1.79
H -22.325 -5.721 -20.729 0.13 0.09 0.00
H -22.384 -6.665 -21.870 -0.96 -0.45 -1.71
O -26.878 -4.381 -20.722 0.21 1.60 -0.06
H -26.403 -3.610 -21.124 -0.93 -0.27 0.53
H -26.318 -5.063 -21.039 0.57 -1.49 -0.31
O -23.805 -0.862 -20.940 0.41 0.96 0.25
H -23.835 0.047 -21.278 0.14 -0.42 0.20
H -24.321 -1.372 -21.564 -0.26 -0.49 -0.19
O -22.888 -2.676 -24.751 0.56 0.60 -0.98
H -22.323 -2.923 -25.506 -0.37 0.12 0.63
H -23.207 -3.492 -24.365 -0.09 -0.45 0.22
O -23.440 -7.212 -23.313 0.54 -1.49 -0.79
H -22.967 -7.697 -24.033 -0.53 0.78 0.51
H -23.585 -7.929 -22.681 -0.32 0.08 0.12
O -21.190 -5.648 -24.732 1.07 -0.23 -0.39
H -22.105 -5.703 -24.537 -1.48 0.37 0.23
H -20.823 -6.268 -24.100 0.48 0.02 0.22
```
Positions in Å, forces in eV/Å.